Computed, not measured: one molecule with the formula C4H4OS, with ωB97M-V/def2-TZVPD.

Each line ends with the Löwdin charge.
Positions of all 10 atoms, in Å:
C -0.50510 -0.26779 -0.86132  -0.632
C -0.78572 -0.72752 0.36747  -0.117
C 0.16533 -0.21496 1.35302  -0.113
C 1.15639 0.46136 0.73807  -0.083
H 0.00974 0.86729 -2.56896  -0.080
H -1.67339 -1.28402 0.83215  0.131
H 0.14272 -0.64070 2.39028  0.116
H 1.66097 1.46208 0.95294  0.143
O 0.79323 0.43633 -0.67228  -0.187
S -0.96418 -0.09206 -2.53137  0.820

Force components x, y, z for each atom (eV/Å):
C 3.88 1.53 1.48
C -1.93 -0.89 2.16
C 0.10 -1.95 0.84
C -1.77 1.97 -2.77
H -0.61 -0.36 -0.52
H 1.28 0.78 -1.55
H -0.03 1.14 -0.97
H -0.01 -2.19 -0.01
O -1.22 -0.20 0.95
S 0.32 0.17 0.37

Its HOMO energy is -8.45 eV. The value obtained for the energy relative to the best compared isomer or geometry (same formula, charge and spin) is 2.076 eV. For the molar mass, the calculation gives 100.14 g/mol. The calculation puts the electronic energy at -628.158703 a.u. The structure (SMILES) is Sc1ccco1. The HOMO-LUMO gap is 9.263 eV.

=====

Computed, not measured: one molecule with the formula C4H4OS, with ωB97M-V/def2-TZVPD.

Each line ends with the Löwdin charge.
Positions of all 10 atoms, in Å:
C 0.58781 -0.99174 -0.34933  -0.470
C 0.80206 0.31082 0.31151  -0.636
C -0.03338 0.82112 1.29154  -0.098
C -0.71116 1.27024 2.19577  0.124
H -2.34195 -1.06730 -0.48268  -0.008
H 1.30575 -0.88255 -1.14478  0.059
H 0.59624 -2.14617 0.08959  0.149
H -1.38383 2.15847 2.78669  0.141
O 1.70650 0.95528 -0.06321  0.143
S -0.98126 -0.88546 -1.34001  0.596

Force components x, y, z for each atom (eV/Å):
C -2.00 -3.83 -0.11
C -0.62 -2.36 0.61
C -2.64 1.02 3.27
C -1.76 3.28 0.53
H 3.55 0.32 -1.26
H 0.30 -0.74 -0.51
H 0.37 3.55 -0.39
H 2.39 -3.50 -1.75
O 3.13 2.45 -1.30
S -2.71 -0.19 0.91

Its HOMO energy is -9.42 eV. The value obtained for the energy relative to the best compared isomer or geometry (same formula, charge and spin) is 4.433 eV. For the molar mass, the calculation gives 100.14 g/mol. The calculation puts the electronic energy at -628.072095 a.u. The structure (SMILES) is C#CC(=O)CS. The HOMO-LUMO gap is 9.289 eV.

=====

Computed, not measured: one molecule with the formula C4H4OS2, with ωB97M-V/def2-TZVPD.

Each line ends with the Löwdin charge.
Positions of all 11 atoms, in Å:
C 1.16161 0.06073 0.26136  -0.783
C 0.07345 1.00326 -0.16155  -0.368
C 0.52010 2.23127 -0.44195  0.122
C -1.36739 0.74170 -0.26275  -0.595
H -0.18573 -1.57699 -0.67263  -0.177
H 1.57738 2.43782 -0.45941  0.085
H -0.10856 3.07170 -0.75074  0.090
H -1.95398 1.56802 -0.74841  0.070
O 2.06612 0.37106 1.03608  0.008
S 1.13720 -1.51989 -0.46189  0.869
S -2.27375 -0.52329 0.33514  0.679

Force components x, y, z for each atom (eV/Å):
C 0.84 0.05 1.71
C -0.07 0.70 0.10
C -0.18 0.56 -0.62
C -1.60 -0.63 0.55
H 0.02 0.12 -0.14
H 0.19 0.02 0.37
H -0.07 -0.50 0.08
H 0.78 -0.68 0.45
O -1.49 -0.18 -1.63
S 0.29 -0.84 -0.13
S 1.29 1.39 -0.75

Its HOMO energy is -9.29 eV. The value obtained for the energy relative to the best compared isomer or geometry (same formula, charge and spin) is 1.070 eV. For the molar mass, the calculation gives 132.21 g/mol. The calculation puts the electronic energy at -1026.375224 a.u. The structure (SMILES) is C=C(C=S)C(=O)S. The HOMO-LUMO gap is 7.864 eV.